Entry 1:
83
Properties=species:S:1:pos:R:3 method="wB97M-V/def2-TZVPD" e_homo_ev="-8.5 / -8.8" de_lowest_kcal_mol=74.3 total_charge=0 gap_ha="0.269 / 0.201" multiplicity=6 molar_mass_g_mol=1093.396 s_squared=8.80 energy_ev=-143456.3325
Fe 0.875 0.559 0.208
I 5.085 -2.401 1.133
C 3.421 -2.930 0.059
C 3.206 -4.237 -0.344
C 2.075 -4.587 -1.072
I 1.900 -6.552 -1.672
C 1.042 -3.629 -1.388
C -0.141 -3.900 -2.091
C -1.063 -2.896 -2.263
C -0.817 -1.630 -1.718
N 0.307 -1.358 -1.073
C 1.211 -2.323 -0.933
C 2.451 -1.897 -0.259
O 2.607 -0.709 0.006
H 3.936 -4.994 -0.093
H -0.320 -4.892 -2.485
H -1.988 -3.079 -2.795
H -1.527 -0.812 -1.767
F -3.861 0.221 -0.061
C -3.425 1.466 0.285
F -5.389 2.089 -0.812
F -3.981 1.777 1.482
S -1.120 2.902 0.934
O -1.737 3.865 1.778
O -1.227 3.407 -0.568
O 0.259 2.525 1.177
O 1.946 0.709 2.082
C 0.959 0.175 2.648
O -0.016 -0.273 1.985
C 0.928 0.064 4.141
C 2.060 0.354 4.892
C 2.019 0.279 6.277
C 0.841 -0.072 6.920
C -0.268 -0.357 6.148
C -0.251 -0.302 4.771
N -1.531 -0.742 6.827
O -1.519 -0.811 8.039
O -2.497 -0.970 6.132
H 2.963 0.645 4.371
H 2.903 0.499 6.862
H 0.768 -0.122 7.996
H -1.133 -0.540 4.195
C -0.918 -2.610 -8.090
C -0.889 -1.925 -6.729
C 0.501 -1.402 -6.412
N 0.529 -0.619 -5.172
C 1.249 0.476 -4.902
S 1.715 0.873 -3.351
N 1.669 1.245 -5.978
C 1.036 1.658 -7.159
O 1.702 2.151 -8.036
C -0.450 1.555 -7.246
C -1.252 1.768 -6.132
C -2.632 1.788 -6.262
C -3.211 1.574 -7.505
C -2.408 1.366 -8.623
C -1.028 1.375 -8.498
H -1.913 -2.998 -8.312
H -0.217 -3.447 -8.132
H -0.651 -1.904 -8.880
H -1.192 -2.634 -5.950
H -1.597 -1.095 -6.708
H 0.866 -0.793 -7.231
H 1.195 -2.242 -6.302
H 0.254 -1.111 -4.332
H 2.547 1.720 -5.825
H -0.797 1.939 -5.165
H -3.254 1.971 -5.394
H -4.289 1.582 -7.607
H -2.860 1.215 -9.595
H -0.385 1.246 -9.360
N -4.136 4.972 -0.086
C -4.032 3.855 -0.328
C -4.048 2.434 -0.756
C -3.484 2.289 -2.150
C -2.200 2.246 -2.455
C -1.070 2.230 -1.453
N -1.074 1.020 -0.642
C -1.905 1.316 0.480
H -4.254 2.257 -2.911
H -1.916 2.169 -3.497
H -0.124 2.342 -1.970
H -1.778 0.599 1.290

Entry 2:
20
Properties=species:S:1:pos:R:3 method="wB97M-V/def2-TZVPD" e_homo_ev=-13.1 de_lowest_kcal_mol=41.4 total_charge=+1 gap_ha=0.358 molar_mass_g_mol=118.156 energy_ev=-10956.8248
O -2.233 0.620 0.924
C -1.865 1.172 1.928
C -0.701 0.633 2.716
C 0.451 0.134 1.767
C 0.009 -0.822 0.715
C 0.616 -0.881 -0.446
N 0.245 -1.921 -1.463
H -2.333 2.087 2.305
H -0.268 1.355 3.401
H -0.974 -0.214 3.359
H 0.898 1.070 1.423
H 1.186 -0.300 2.441
H -0.737 -1.486 1.070
H 1.338 -0.155 -0.757
H 0.775 -1.844 -2.323
H -0.716 -1.641 -1.676
H 0.309 -2.860 -1.090
H 0.577 1.963 -4.710
H 2.124 1.749 -4.941
O 1.300 1.339 -4.644

Entry 3:
44
Properties=species:S:1:pos:R:3 method="wB97M-V/def2-TZVPD" e_homo_ev=-9.0 de_lowest_kcal_mol=69.8 total_charge=0 gap_ha=0.361 smiles="C/C=C/CC(C/C=C/C)(C/C=C/C)c1ccncc1" molar_mass_g_mol=255.405 energy_ev=-20557.8301
C 2.395 1.326 4.072
C 0.948 0.967 3.594
C 0.732 -0.076 2.748
C -0.560 -0.297 2.033
C -0.639 -0.157 0.409
C 0.544 -1.118 -0.184
C 0.270 -1.390 -1.687
C 0.293 -2.678 -2.178
C 0.274 -3.108 -3.734
C -0.326 1.324 0.019
C 1.122 1.729 -0.115
C 1.714 2.400 -1.151
C 3.115 2.972 -1.053
C -2.075 -0.410 0.043
C -2.932 0.565 -0.233
C -4.221 0.178 -0.684
N -4.543 -1.025 -1.189
C -3.549 -1.930 -1.026
C -2.405 -1.704 -0.347
H 2.642 0.878 5.023
H 3.156 0.870 3.405
H 2.427 2.400 4.012
H 0.183 1.593 3.994
H 1.611 -0.436 2.277
H -0.996 -1.264 2.363
H -1.122 0.514 2.391
H 0.499 -2.066 0.312
H 1.566 -0.736 0.055
H 0.204 -0.542 -2.404
H 0.248 -3.498 -1.505
H 0.435 -2.281 -4.479
H 1.144 -3.696 -3.905
H -0.614 -3.703 -4.008
H -0.834 1.612 -0.899
H -0.712 1.969 0.790
H 1.732 1.506 0.791
H 0.916 2.705 -1.883
H 3.802 2.623 -1.707
H 3.120 4.046 -1.209
H 3.531 2.698 -0.101
H -2.818 1.676 -0.024
H -4.919 1.000 -0.848
H -3.623 -2.911 -1.513
H -1.735 -2.526 -0.266

Entry 4:
83
Properties=species:S:1:pos:R:3 method="wB97M-V/def2-TZVPD" e_homo_ev="-9.7 / -9.7" total_charge=+1 gap_ha="0.199 / 0.226" multiplicity=4 molar_mass_g_mol=876.555 s_squared=3.94 energy_ev=-251441.5385
Mn -0.452 -0.958 -1.045
Br -5.352 -1.072 -0.130
C -3.999 -2.200 0.524
C -4.323 -3.266 1.374
C -3.356 -4.112 1.846
Br -3.850 -5.526 3.004
C -2.005 -3.948 1.469
C -0.923 -4.755 1.876
C 0.341 -4.476 1.425
C 0.546 -3.403 0.552
N -0.442 -2.631 0.154
C -1.707 -2.873 0.607
C -2.691 -1.954 0.149
O -2.286 -0.962 -0.599
H -5.353 -3.411 1.665
H -1.103 -5.591 2.538
H 1.186 -5.076 1.731
H 1.532 -3.167 0.174
C -1.254 2.078 -3.803
C -1.022 0.673 -3.337
O -0.662 0.552 -2.135
C -1.197 -0.429 -4.223
C -1.504 -0.222 -5.589
C -1.678 -1.271 -6.443
C -1.547 -2.585 -5.959
C -1.251 -2.828 -4.645
C -1.078 -1.764 -3.736
O -0.836 -2.058 -2.494
H -1.114 2.766 -2.973
H -2.269 2.179 -4.185
H -0.560 2.330 -4.605
H -1.590 0.787 -5.968
H -1.911 -1.096 -7.484
H -1.681 -3.417 -6.637
H -1.149 -3.835 -4.262
C 3.621 0.416 0.996
N 3.332 1.585 0.118
C 2.968 2.775 0.933
C 2.279 1.333 -0.948
C 2.492 0.011 -1.640
C 3.705 -0.132 -2.319
C 4.042 -1.310 -2.958
C 3.149 -2.369 -2.907
C 1.938 -2.223 -2.248
C 1.561 -1.038 -1.608
H 4.437 0.679 1.665
H 3.903 -0.436 0.383
H 2.723 0.171 1.556
H 4.199 1.790 -0.376
H 2.101 2.522 1.541
H 2.707 3.602 0.278
H 3.803 3.053 1.571
H 2.375 2.165 -1.648
H 1.310 1.380 -0.460
H 4.401 0.703 -2.353
H 4.982 -1.401 -3.485
H 3.382 -3.303 -3.401
H 1.262 -3.069 -2.244
S -3.178 0.736 1.969
P -1.292 1.129 2.254
S 0.136 0.040 1.216
C -0.764 0.974 3.986
C -1.733 0.946 4.981
C -1.350 0.955 6.315
C -0.007 0.988 6.657
C 0.964 1.006 5.662
C 0.588 0.998 4.330
C -0.881 2.851 1.793
C -0.478 3.808 2.717
C -0.187 5.100 2.290
C -0.320 5.441 0.953
C -0.746 4.489 0.032
C -1.021 3.198 0.449
H -2.779 0.918 4.704
H -2.104 0.938 7.091
H 0.288 0.994 7.698
H 2.012 1.033 5.932
H 1.340 1.003 3.550
H -0.400 3.557 3.766
H 0.132 5.843 3.009
H -0.109 6.453 0.630
H -0.871 4.766 -1.009
H -1.373 2.453 -0.258

Entry 5:
53
Properties=species:S:1:pos:R:3 method="wB97M-V/def2-TZVPD" e_homo_ev="-11.3 / -11.3" total_charge=+1 gap_ha="0.319 / 0.316" multiplicity=6 molar_mass_g_mol=475.058 s_squared=8.76 energy_ev=-111379.1395
Ni -1.353 -0.471 -1.672
V 1.966 1.089 1.593
B 0.514 0.028 -0.177
H 1.223 0.735 -0.579
H -0.417 0.563 -0.072
H 0.271 -0.782 -0.846
H 0.735 -0.352 0.809
B 2.383 -0.945 3.135
H 1.356 -0.613 3.153
H 2.663 -1.173 4.152
H 2.339 -1.896 2.627
H 3.034 -0.231 2.656
Cl -2.884 1.472 -1.268
C -0.938 1.719 3.245
O 0.019 1.588 2.516
N -2.192 1.931 2.817
N -0.944 1.677 4.574
H -2.812 2.369 3.483
H -2.403 2.085 1.841
H -0.087 1.444 5.056
H -1.750 1.647 5.182
C -2.118 -2.297 0.759
O -2.333 -1.640 -0.223
N -2.239 -1.941 1.989
N -1.551 -3.484 0.551
H -1.763 -2.560 2.629
H -2.408 -0.972 2.221
H -1.269 -4.200 1.206
H -1.143 -3.559 -0.370
C 0.845 0.564 -3.640
O -0.255 0.200 -3.286
N 1.943 0.380 -2.918
N 1.094 1.131 -4.784
H 1.805 0.073 -1.966
H 2.720 0.943 -3.234
H 0.272 1.296 -5.346
H 2.007 1.123 -5.216
C -0.170 -3.472 -2.699
O -0.511 -2.344 -2.356
N -0.546 -3.910 -3.890
N 0.622 -4.306 -2.062
H -0.146 -4.803 -4.137
H -1.068 -3.363 -4.559
H 1.021 -4.138 -1.149
H 0.730 -5.219 -2.480
C 0.798 3.955 0.443
O 1.456 2.960 0.638
N -0.411 3.876 -0.053
N 1.106 5.146 0.677
H -1.036 4.625 -0.313
H -0.698 2.948 -0.331
H 0.457 5.920 0.690
H 2.068 5.180 0.982

Entry 6:
43
Properties=species:S:1:pos:R:3 method="wB97M-V/def2-TZVPD" e_homo_ev="-4.7 / -4.7" de_lowest_kcal_mol=49.4 total_charge=-1 gap_ha="0.217 / 0.202" multiplicity=2 molar_mass_g_mol=868.248 s_squared=0.75 energy_ev=-94616.5883
Pt -0.167 -0.553 0.062
N 1.945 1.332 -1.098
C 1.591 2.624 -0.936
C -0.309 2.916 -0.139
O -0.475 4.081 -0.297
O -0.685 1.864 0.274
H 2.205 0.790 -0.282
H 1.637 0.803 -1.899
H 1.427 3.202 -1.837
H 2.063 3.134 -0.105
S 1.648 -5.061 1.696
Sb 0.396 -4.186 0.053
S -1.088 -2.335 1.091
S 1.498 -1.949 -0.548
O -2.885 0.890 -1.004
C -2.595 -0.116 -1.603
N -1.408 -0.852 -1.503
C -1.476 -1.949 -2.372
O -0.628 -2.777 -2.590
C -2.802 -1.902 -3.063
C -3.351 -2.750 -4.003
C -4.626 -2.438 -4.465
C -5.308 -1.314 -3.998
C -4.736 -0.467 -3.054
C -3.474 -0.796 -2.603
H -2.807 -3.616 -4.355
H -5.102 -3.078 -5.197
H -6.300 -1.104 -4.377
H -5.250 0.409 -2.681
F -0.291 1.423 3.377
C 1.033 1.375 3.491
F 1.327 1.387 4.800
F 1.518 2.516 2.966
C 1.611 0.141 2.720
O 1.098 0.196 1.474
C 3.166 0.291 2.610
F 3.740 0.711 3.748
F 3.481 1.196 1.664
F 3.741 -0.856 2.258
C 1.300 -1.154 3.529
F 2.056 -1.216 4.646
F 0.020 -1.174 3.921
F 1.545 -2.236 2.817

Entry 7:
16
Properties=species:S:1:pos:R:3 method="wB97M-V/def2-TZVPD" e_homo_ev="-6.5 / -9.6" de_lowest_kcal_mol=25.1 total_charge=0 gap_ha="0.271 / 0.304" multiplicity=3 molar_mass_g_mol=161.042 s_squared=2.02 energy_ev=-76404.2311
C 1.677 -1.816 -1.510
C 0.512 -1.720 -0.928
C 0.023 0.530 1.480
C -0.439 1.889 1.115
C -1.093 0.683 0.456
C -0.845 0.427 -0.941
Br -0.348 -2.920 0.200
H 2.318 -2.686 -1.423
H 2.048 -1.020 -2.129
H 0.975 0.186 1.107
H -0.253 0.124 2.441
H -1.030 2.448 1.826
H 0.201 2.503 0.500
H -2.080 0.409 0.803
H -0.036 0.933 -1.436
H -1.628 0.031 -1.560

Entry 8:
15
Properties=species:S:1:pos:R:3 method="wB97M-V/def2-TZVPD" e_homo_ev=-10.2 de_lowest_kcal_mol=44.1 total_charge=0 gap_ha=0.405 smiles=CN[C@H](C#N)CO molar_mass_g_mol=100.121 energy_ev=-9304.4805
C 0.584 -0.793 -1.730
N 0.579 -0.568 -0.279
C -0.609 0.077 0.283
C -1.091 1.156 -0.610
N -1.369 1.904 -1.450
C -0.221 0.584 1.680
O 0.181 -0.494 2.482
H 1.618 -0.776 -2.080
H 0.154 -1.763 -1.990
H 0.041 -0.014 -2.282
H 1.368 0.032 -0.056
H -1.420 -0.654 0.396
H -1.060 1.077 2.178
H 0.582 1.334 1.554
H 0.664 -1.104 1.903

Entry 9:
14
Properties=species:S:1:pos:R:3 method="wB97M-V/def2-TZVPD" e_homo_ev="-12.6 / -15.3" de_lowest_kcal_mol=40.3 total_charge=+1 gap_ha="0.335 / 0.277" multiplicity=6 molar_mass_g_mol=283.303 s_squared=8.77 energy_ev=-12188.2037
C 3.146 -0.009 0.247
O 1.883 0.476 0.102
H 3.219 -1.053 0.594
H 3.802 0.174 -0.621
H 3.981 1.402 1.116
O 0.756 3.826 0.332
C 1.875 4.196 0.979
O 2.460 2.938 1.469
C 3.833 2.805 1.690
Ir 1.036 1.970 0.471
H 1.703 4.789 1.899
H 2.637 4.694 0.346
H 4.461 3.234 0.901
H 4.104 3.334 2.612

Entry 10:
12
Properties=species:S:1:pos:R:3 method="wB97M-V/def2-TZVPD" e_homo_ev=-8.4 de_lowest_kcal_mol=100.9 total_charge=0 gap_ha=0.316 smiles="C=CC(=C)OS" molar_mass_g_mol=102.158 energy_ev=-17123.7560
C -0.958 -0.864 -1.721
C -1.139 0.111 -0.796
C -0.215 0.453 0.256
C 0.135 1.456 0.972
O 0.584 -1.001 0.834
S 1.662 -1.224 1.979
H -1.504 -0.706 -2.653
H 0.009 -1.484 -1.498
H -1.978 0.777 -0.929
H 0.776 1.281 1.780
H -0.148 2.417 0.485
H 2.775 -1.215 1.292

Entry 11:
54
Properties=species:S:1:pos:R:3 method="wB97M-V/def2-TZVPD" e_homo_ev="-13.7 / -13.7" total_charge=+2 gap_ha="0.154 / 0.154" molar_mass_g_mol=412.745 energy_ev=-39100.1103
C -2.626 -0.001 -4.035
C -2.417 -1.081 -3.180
C -1.658 -0.965 -1.997
C -1.211 0.336 -1.625
C -1.361 1.414 -2.528
C -2.087 1.261 -3.718
C -1.420 -2.222 -1.193
C -0.330 -3.321 -1.746
N 1.114 -3.065 -2.128
Zr 0.181 0.844 0.118
C -0.686 2.764 -2.214
P 1.019 2.576 -1.439
H -2.902 -2.052 -3.400
H -2.248 2.130 -4.366
H -3.224 -0.115 -4.935
H -1.303 3.407 -1.559
H -0.455 3.359 -3.107
H -1.307 -1.993 -0.106
H -2.399 -2.755 -1.233
H -0.247 -3.989 -0.873
C 1.573 4.076 -0.611
C 2.033 2.236 -2.883
H -0.792 -3.886 -2.583
C 1.351 -2.134 -3.299
C 2.035 -2.790 -0.919
H -1.333 1.577 0.691
H 1.902 -2.671 -4.088
H 0.431 -1.688 -3.711
H 1.914 -1.224 -3.029
H 3.044 -3.204 -1.123
H 2.137 -1.741 -0.546
H 1.626 -3.306 -0.041
H 2.190 3.181 -3.419
H 2.992 1.825 -2.533
H 1.527 1.511 -3.539
H 1.699 4.880 -1.343
H 0.857 4.391 0.165
H 2.547 3.854 -0.142
H -0.865 2.211 0.691
C -1.644 0.676 5.462
Si -0.076 -0.270 5.077
C 1.517 0.616 5.507
C -0.104 -2.044 5.651
C -0.125 -0.276 3.237
C -0.197 -0.088 1.987
H -1.795 0.772 6.542
H -2.501 0.152 5.013
H -1.585 1.675 5.009
H 1.667 0.660 6.592
H 2.373 0.102 5.046
H 1.496 1.640 5.112
H -1.036 -2.533 5.340
H 0.734 -2.599 5.208
H -0.027 -2.114 6.742

Entry 12:
15
Properties=species:S:1:pos:R:3 method="wB97M-V/def2-TZVPD" e_homo_ev="-9.4 / -9.4" de_lowest_kcal_mol=29.4 total_charge=0 gap_ha="0.374 / 0.267" multiplicity=2 molar_mass_g_mol=109.170 s_squared=0.75 energy_ev=-18183.7188
C -1.734 -0.197 -0.388
O -1.575 1.117 -0.108
C -0.305 -0.481 -1.096
C 0.776 -0.373 -0.036
S 2.254 -1.447 -0.376
H -1.919 -0.684 0.598
H -2.599 -0.453 -1.042
H -0.165 0.391 -1.854
H -0.458 -1.532 -1.485
H 1.163 0.726 -0.190
H 0.364 -0.485 0.980
H 2.376 -0.558 -1.317
H -1.512 3.230 2.197
H -1.495 1.924 1.176
O -1.455 2.245 2.117

Entry 13:
40
Properties=species:S:1:pos:R:3 method="wB97M-V/def2-TZVPD" e_homo_ev=-12.1 de_lowest_kcal_mol=41.1 total_charge=+1 gap_ha=0.351 molar_mass_g_mol=272.362 energy_ev=-44078.6196
N 1.346 -0.813 -1.293
C 1.899 -0.528 0.162
C 1.037 -1.311 1.043
S 1.534 -1.132 2.952
S 1.936 0.876 3.283
H 0.419 -0.791 -1.511
H 1.621 -1.725 -1.556
H 1.619 -0.020 -1.934
H 1.819 0.559 0.132
H 2.973 -0.714 0.234
H 0.000 -0.896 0.926
H 1.099 -2.429 0.932
H 0.773 1.426 3.479
H 1.068 -4.492 -1.350
H 0.008 -3.865 -0.434
O 0.563 -3.732 -1.296
H -0.933 2.065 -0.418
H -1.583 3.316 0.260
O -0.814 2.724 0.384
H -2.194 -0.361 -0.241
H -2.306 -0.561 -1.699
O -1.753 -0.093 -1.030
H -1.406 1.263 -2.078
H -0.079 2.019 -2.619
O -1.004 2.071 -2.265
H -0.828 -2.807 1.433
H -1.464 -4.188 1.248
O -0.631 -3.755 1.161
H -2.548 -0.123 1.760
H -3.696 -1.193 1.635
O -2.808 -0.894 1.294
H 2.405 1.669 -3.386
H 1.539 2.190 -2.127
O 1.618 1.547 -2.847
H -2.506 1.753 2.694
H -1.224 1.736 1.791
O -1.755 1.235 2.442
H 2.111 3.704 -0.406
H 0.674 3.225 -0.069
O 1.473 3.047 -0.688